No. 1
{"formula": "C8H10FN", "method": "the ωB97M-V functional and the def2-TZVPD basis", "total_charge": 0, "e_tot_ev": -12663.1884, "gap_ev": 7.80, "smiles": "C/C=c1\\[nH]cc\\c1=C(\\C)F", "lumo_ev": 0.9, "e_above_lowest_kcal_mol": 68.14, "elements": ["C", "C", "C", "N", "C", "C", "C", "C", "C", "F", "H", "H", "H", "H", "H", "H", "H", "H", "H", "H"], "positions_angstrom": [[2.910, 0.512, 0.024], [1.338, 0.698, -0.090], [0.425, -0.327, -0.124], [0.820, -1.703, -0.181], [-0.262, -2.565, -0.055], [-1.340, -1.811, 0.031], [-1.028, -0.349, -0.028], [-1.963, 0.594, 0.191], [-1.823, 2.125, 0.099], [-3.250, 0.211, 0.394], [3.335, 1.352, -0.327], [3.147, -0.373, -0.485], [3.078, 0.526, 1.164], [0.938, 1.655, -0.270], [1.750, -1.978, -0.457], [-0.301, -3.586, -0.210], [-2.320, -2.295, 0.160], [-2.828, 2.365, -0.309], [-1.407, 2.454, 1.113], [-1.217, 2.496, -0.639]], "forces_ev_per_angstrom": [[-4.733, -0.863, 3.559], [0.312, -2.154, -0.328], [2.404, 0.263, -0.185], [1.043, 0.255, 0.271], [0.381, 2.830, -0.630], [-2.663, 0.037, 0.499], [-1.524, -1.467, 0.793], [1.413, 0.954, -1.178], [-1.765, -2.408, 2.334], [0.400, 0.033, 0.045], [1.789, 2.656, -1.570], [1.016, -1.117, -0.382], [0.254, -0.610, -1.706], [-0.220, 1.165, 0.228], [-0.272, 0.077, 0.128], [0.687, -1.833, 0.039], [0.412, 0.819, -0.174], [0.282, 0.802, 1.353], [-1.316, 0.263, -1.305], [2.099, 0.296, -1.794]], "lowdin_charge": [-0.057, -0.056, -0.208, 0.040, -0.113, -0.057, -0.113, -0.254, -0.007, 0.040, 0.011, 0.033, 0.108, 0.058, 0.126, 0.096, 0.112, 0.093, 0.119, 0.028]}

No. 2
{"formula": "C19H53O22P5", "method": "the ωB97M-V functional and the def2-TZVPD basis", "total_charge": 0, "e_tot_ev": -112062.8233, "gap_ev": 10.63, "smiles": "COP(=O)(OC)OC.COP(=O)(OC)OC.COP(=O)(OC)OC.COP(=O)(OC)OC.COP(=O)(OC)OC.CCOC(C)=O", "lumo_ev": 0.3, "e_above_lowest_kcal_mol": 0.00, "elements": ["C", "O", "P", "O", "O", "C", "O", "C", "H", "H", "H", "H", "H", "H", "H", "H", "H", "C", "O", "P", "O", "O", "C", "O", "C", "H", "H", "H", "H", "H", "H", "H", "H", "H", "C", "O", "P", "O", "O", "C", "O", "C", "H", "H", "H", "H", "H", "H", "H", "H", "H", "C", "O", "P", "O", "O", "C", "O", "C", "H", "H", "H", "H", "H", "H", "H", "H", "H", "C", "O", "P", "O", "O", "C", "O", "C", "H", "H", "H", "H", "H", "H", "H", "H", "H", "C", "C", "O", "C", "C", "O", "H", "H", "H", "H", "H", "H", "H", "H"], "positions_angstrom": [[-0.718, 1.547, 2.433], [0.446, 0.730, 2.424], [0.994, 0.083, 3.788], [0.810, 0.853, 5.034], [0.380, -1.369, 3.673], [-1.011, -1.563, 3.990], [2.497, -0.212, 3.311], [3.445, 0.864, 3.287], [-0.586, 2.325, 3.198], [-1.629, 1.010, 2.702], [-0.779, 2.103, 1.498], [-1.146, -2.436, 4.621], [-1.543, -1.652, 3.046], [-1.427, -0.709, 4.524], [3.226, 1.643, 4.017], [3.500, 1.264, 2.276], [4.389, 0.382, 3.541], [-6.071, -1.722, 1.076], [-6.036, -2.252, 2.412], [-5.506, -1.266, 3.564], [-4.100, -0.856, 3.410], [-5.835, -2.143, 4.862], [-5.382, -3.500, 4.864], [-6.569, -0.092, 3.673], [-7.957, -0.291, 3.352], [-5.679, -2.446, 0.358], [-5.360, -0.906, 0.918], [-7.116, -1.498, 0.888], [-5.311, -3.816, 5.903], [-4.381, -3.559, 4.436], [-6.045, -4.197, 4.355], [-8.190, -1.322, 3.632], [-8.155, -0.049, 2.316], [-8.587, 0.263, 4.045], [-0.452, -3.981, 1.216], [-1.107, -4.758, 0.202], [-0.214, -5.374, -0.989], [1.204, -5.021, -1.004], [-1.063, -5.075, -2.325], [-0.403, -4.423, -3.417], [-0.411, -6.954, -0.815], [-1.730, -7.473, -0.754], [0.606, -3.863, 0.994], [-0.611, -4.485, 2.169], [-0.910, -2.995, 1.283], [-0.404, -5.118, -4.255], [0.636, -4.193, -3.187], [-0.920, -3.510, -3.701], [-2.049, -7.911, -1.697], [-2.497, -6.764, -0.429], [-1.780, -8.214, 0.047], [3.065, 4.215, -7.189], [2.893, 3.723, -5.869], [2.831, 2.174, -5.571], [1.891, 1.428, -6.440], [4.361, 1.753, -5.567], [4.673, 0.512, -4.903], [2.377, 2.054, -4.057], [1.016, 1.978, -3.673], [3.630, 5.145, -7.173], [2.148, 4.378, -7.750], [3.667, 3.513, -7.769], [5.455, 0.003, -5.466], [3.855, -0.209, -4.945], [4.996, 0.754, -3.896], [0.539, 1.000, -3.801], [0.451, 2.713, -4.242], [0.917, 2.056, -2.590], [1.717, 3.792, 0.901], [2.842, 4.668, 1.011], [4.300, 4.106, 0.640], [4.953, 3.325, 1.693], [4.196, 3.370, -0.762], [3.547, 4.008, -1.850], [5.102, 5.433, 0.265], [5.092, 6.585, 1.077], [1.999, 2.754, 0.691], [1.091, 4.222, 0.120], [1.171, 3.691, 1.841], [2.501, 3.687, -1.905], [3.922, 3.665, -2.817], [3.649, 5.092, -1.839], [5.297, 7.464, 0.467], [5.733, 6.603, 1.959], [4.084, 6.768, 1.470], [1.853, 0.284, -0.504], [0.912, -0.861, -0.937], [-0.364, -0.849, -0.348], [-1.198, 0.204, -0.532], [-2.575, -0.095, -0.052], [-0.913, 1.201, -1.142], [2.852, 0.361, -0.926], [2.017, 0.103, 0.564], [1.366, 1.257, -0.568], [0.910, -0.946, -2.028], [1.389, -1.768, -0.566], [-2.566, -0.281, 1.024], [-2.980, -0.959, -0.574], [-3.128, 0.822, -0.241]], "forces_ev_per_angstrom": [[0.215, 1.167, 0.982], [-0.307, 0.507, 0.062], [1.188, -0.073, -0.719], [-0.183, -0.470, -1.007], [0.252, -0.363, 0.844], [-0.118, 0.585, -0.179], [-1.464, -0.210, 0.759], [0.418, -0.312, -0.076], [-0.117, -0.152, 0.039], [0.026, -0.141, -0.377], [-0.147, -0.510, -0.250], [0.229, -0.177, -0.137], [-0.175, -0.205, 0.069], [0.066, 0.038, 0.052], [-0.119, -0.044, -0.057], [0.025, 0.134, 0.123], [0.084, 0.316, -0.065], [0.530, -0.377, -0.252], [0.392, 0.415, 0.041], [-0.068, -0.592, 0.372], [-0.798, 0.140, -0.002], [-0.223, 0.190, -0.769], [0.631, -0.301, 0.542], [0.543, 0.361, -0.287], [0.070, -1.031, 1.248], [-0.450, -0.477, 0.315], [-0.483, 0.458, 0.449], [0.145, 0.334, -0.475], [-0.046, 0.136, 0.049], [-0.004, -0.070, -0.101], [-0.206, 0.337, -0.239], [-0.195, -0.123, -0.682], [-0.058, 0.000, -0.071], [0.339, 0.620, -0.204], [-0.078, 0.210, 0.405], [0.500, -0.083, -1.071], [-0.719, -0.825, 0.112], [-0.156, 0.329, -0.063], [0.497, 0.314, 0.958], [0.303, -0.201, -0.472], [-0.119, 0.746, -0.043], [-0.946, -0.414, 0.768], [0.005, -0.093, 0.115], [0.203, -0.060, -0.016], [-0.066, -0.031, -0.258], [-0.091, 0.055, -0.082], [-0.050, 0.019, 0.183], [-0.199, -0.016, 0.173], [0.242, -0.008, -0.096], [0.324, 0.443, -0.319], [0.376, -0.273, -0.288], [0.768, -0.247, -0.987], [-0.077, 0.324, 0.539], [-1.721, -0.895, -0.737], [1.024, 0.394, 0.202], [-0.586, -0.041, 0.256], [0.311, -0.465, -0.527], [1.163, 0.066, 0.236], [-1.026, -0.434, 0.171], [-0.098, 0.071, 0.396], [-0.336, -0.135, 0.451], [-0.033, -0.041, -0.039], [0.287, 0.431, 0.073], [-0.323, 0.352, 0.331], [-0.070, -0.258, 0.121], [0.501, -0.086, -0.775], [-0.226, 0.091, 0.354], [0.357, 0.805, -0.102], [-0.221, -0.431, 0.079], [0.608, -0.269, -0.208], [0.648, 0.458, 0.578], [-0.473, -0.227, -0.418], [0.201, 0.037, 0.520], [-0.701, -0.029, -1.169], [-0.143, -0.386, -0.232], [-1.202, 1.258, 0.644], [0.159, 0.287, -0.375], [-0.217, -0.360, 0.078], [0.139, 0.618, 0.079], [-0.010, 0.352, 0.410], [0.575, -0.153, 0.439], [-0.096, -0.004, 0.287], [0.341, -0.253, -0.185], [0.423, -0.631, -0.318], [0.014, -0.184, -0.084], [-0.724, 0.079, 1.429], [2.430, 0.277, -0.531], [-0.922, 0.479, 0.286], [0.409, -0.941, -0.899], [0.061, 0.528, 0.650], [0.300, 0.206, 0.031], [-0.187, -0.459, -0.602], [0.058, 0.245, -0.004], [0.069, -0.143, -0.246], [-0.671, 0.104, -0.010], [-0.284, -0.191, -0.108], [-0.124, -0.200, -0.047], [-0.030, 0.014, -0.016], [-0.370, -0.232, -0.021]], "lowdin_charge": [-0.101, -0.233, 0.394, -0.226, -0.210, -0.093, -0.224, -0.084, 0.091, 0.080, 0.083, 0.092, 0.059, 0.082, 0.091, 0.059, 0.095, -0.081, -0.232, 0.382, -0.224, -0.207, -0.098, -0.202, -0.076, 0.093, 0.078, 0.082, 0.090, 0.084, 0.088, 0.091, 0.083, 0.093, -0.082, -0.218, 0.411, -0.225, -0.214, -0.094, -0.201, -0.123, 0.080, 0.093, 0.065, 0.088, 0.074, 0.085, 0.089, 0.082, 0.090, -0.098, -0.206, 0.347, -0.237, -0.204, -0.082, -0.233, -0.094, 0.088, 0.091, 0.088, 0.090, 0.089, 0.090, 0.091, 0.100, 0.053, -0.087, -0.215, 0.379, -0.217, -0.193, -0.090, -0.207, -0.112, 0.063, 0.099, 0.086, 0.074, 0.083, 0.096, 0.088, 0.092, 0.083, -0.054, -0.198, -0.009, -0.538, 0.023, 0.096, 0.089, 0.062, 0.036, 0.118, 0.118, 0.066, 0.096, 0.097]}